Density functional theory data (the ωB97M-V functional and the def2-TZVPD basis) for 7 unconnected molecules or ions with the total composition C74H164N5O3P2.

Properties
HOMO ... -11.86 eV
Largest force on an atom ... 0.0598 Eh/bohr
Net charge ... +5
E_tot ... -111521.9165 eV

Each line ends with the Löwdin charge.
Element x y z (Å)
C1 -10.96 -7.22 5.21  -0.094
C2 -10.85 -5.71 5.57  -0.244
C3 -10.04 -4.95 4.48  -0.240
C4 -10.11 -3.34 4.55  -0.195
P1 -8.94 -2.47 3.31  1.077
C5 -9.66 -2.71 1.66  -0.294
C6 -10.98 -1.98 1.62  -0.245
C7 -11.83 -2.28 0.33  -0.240
C8 -12.46 -3.67 0.27  -0.096
C9 -7.27 -3.34 3.15  -0.234
C10 -6.64 -3.39 1.71  -0.264
C11 -5.17 -3.76 1.63  -0.233
C12 -4.61 -3.96 0.15  -0.070
C13 -8.78 -0.68 3.70  -0.237
C14 -7.95 0.24 2.71  -0.213
C15 -6.47 0.45 3.01  -0.264
C16 -6.20 1.10 4.35  -0.112
H1 -11.85 -7.70 5.61  0.076
H2 -10.19 -7.78 5.75  0.067
H3 -10.90 -7.46 4.15  0.073
H4 -10.52 -5.48 6.58  0.112
H5 -11.88 -5.35 5.46  0.102
H6 -10.23 -5.34 3.48  0.099
H7 -9.05 -5.24 4.83  0.092
H8 -9.76 -3.20 5.57  0.090
H9 -11.12 -2.97 4.39  0.082
H10 -9.83 -3.79 1.62  0.089
H11 -9.01 -2.49 0.82  0.105
H12 -10.79 -0.91 1.61  0.108
H13 -11.70 -2.25 2.40  0.108
H14 -11.32 -2.13 -0.62  0.106
H15 -12.63 -1.55 0.24  0.106
H16 -12.69 -4.11 -0.70  0.080
H17 -13.42 -3.77 0.79  0.078
H18 -11.72 -4.29 0.77  0.051
H19 -7.36 -4.36 3.54  0.076
H20 -6.60 -2.88 3.88  0.085
H21 -6.69 -2.35 1.38  0.089
H22 -7.29 -3.99 1.07  0.108
H23 -5.00 -4.65 2.23  0.102
H24 -4.65 -2.95 2.13  0.101
H25 -4.06 -3.08 -0.20  0.066
H26 -5.30 -4.17 -0.67  0.068
H27 -3.91 -4.78 0.27  0.065
H28 -8.46 -0.50 4.72  0.087
H29 -9.84 -0.44 3.80  0.085
H30 -8.39 1.21 2.48  0.123
H31 -7.86 -0.32 1.78  0.085
H32 -6.10 1.15 2.26  0.118
H33 -5.93 -0.50 2.96  0.092
H34 -5.14 1.25 4.57  0.075
H35 -6.54 0.62 5.27  0.065
H36 -6.64 2.10 4.36  0.082
C17 0.04 11.83 -0.91  -0.087
C18 1.20 10.95 -1.48  -0.246
C19 1.02 10.47 -2.95  -0.216
C20 -0.27 9.57 -3.07  -0.244
P2 -0.62 8.80 -4.70  1.061
C21 1.01 8.12 -5.33  -0.263
C22 0.90 7.24 -6.58  -0.238
C23 2.25 6.61 -6.97  -0.254
C24 2.99 5.99 -5.84  -0.117
C25 -1.82 7.35 -4.48  -0.223
C26 -1.31 6.20 -3.50  -0.235
C27 -2.15 4.95 -3.42  -0.236
C28 -2.12 4.08 -4.71  -0.096
C29 -1.27 10.00 -5.92  -0.253
C30 -0.56 11.36 -6.15  -0.227
C31 0.32 11.40 -7.41  -0.236
C32 -0.59 11.42 -8.69  -0.083
H37 0.33 12.37 -0.01  0.075
H38 -0.86 11.22 -0.83  0.063
H39 -0.18 12.63 -1.62  0.072
H40 1.35 10.08 -0.85  0.099
H41 2.13 11.52 -1.47  0.105
H42 1.94 9.98 -3.29  0.103
H43 0.92 11.39 -3.53  0.088
H44 -1.18 10.16 -3.01  0.091
H45 -0.24 8.76 -2.33  0.089
H46 1.44 7.56 -4.49  0.085
H47 1.64 8.99 -5.48  0.094
H48 0.52 7.73 -7.47  0.109
H49 0.17 6.47 -6.33  0.090
H50 2.82 7.36 -7.53  0.115
H51 2.05 5.80 -7.67  0.108
H52 3.41 5.02 -6.10  0.079
H53 2.38 5.68 -4.99  0.072
H54 3.80 6.61 -5.45  0.084
H55 -2.02 6.96 -5.47  0.083
H56 -2.80 7.65 -4.11  0.093
H57 -1.08 6.66 -2.54  0.099
H58 -0.38 5.92 -3.99  0.085
H59 -3.18 5.23 -3.20  0.106
H60 -1.77 4.30 -2.62  0.114
H61 -2.09 3.00 -4.58  0.071
H62 -1.18 4.21 -5.25  0.058
H63 -2.86 4.29 -5.48  0.069
H64 -2.30 10.18 -5.64  0.100
H65 -1.32 9.47 -6.87  0.082
H66 0.14 11.67 -5.37  0.081
H67 -1.31 12.15 -6.08  0.119
H68 1.07 10.60 -7.40  0.093
H69 0.90 12.32 -7.50  0.109
H70 -1.31 12.22 -8.53  0.080
H71 -1.22 10.53 -8.73  0.054
H72 0.05 11.43 -9.57  0.079
C33 5.13 10.97 8.98  -0.110
C34 5.89 9.69 8.75  -0.264
C35 5.51 8.85 7.49  -0.177
C36 5.97 7.40 7.55  -0.081
N1 5.52 6.47 6.38  -0.262
C37 4.01 6.27 6.31  -0.087
C38 3.80 5.14 7.36  -0.127
C39 5.11 4.29 7.44  -0.143
C40 6.10 5.03 6.57  -0.077
C41 5.91 7.09 5.04  0.033
H73 5.46 11.61 9.80  0.088
H74 4.08 10.72 9.17  0.078
H75 5.20 11.56 8.07  0.078
H76 5.57 9.13 9.63  0.106
H77 6.94 9.96 8.87  0.117
H78 5.94 9.44 6.68  0.119
H79 4.43 8.97 7.51  0.112
H80 5.64 6.92 8.47  0.140
H81 7.04 7.38 7.37  0.136
H82 3.83 5.94 5.29  0.131
H83 3.43 7.17 6.53  0.131
H84 2.89 4.63 7.07  0.115
H85 3.56 5.57 8.34  0.110
H86 4.91 3.29 7.06  0.118
H87 5.43 4.14 8.47  0.118
H88 6.11 4.49 5.62  0.137
H89 7.05 5.06 7.09  0.137
H90 6.95 7.39 5.15  0.113
H91 5.32 8.00 5.02  0.100
H92 5.66 6.37 4.26  0.112
C42 11.47 -7.51 -3.75  -0.081
C43 11.54 -6.47 -2.60  -0.243
C44 10.43 -5.39 -2.69  -0.185
C45 10.66 -4.44 -1.51  -0.087
N2 9.63 -3.25 -1.51  -0.173
C46 9.90 -2.16 -0.50  -0.099
C47 10.04 -0.84 -1.19  -0.159
C48 9.48 -1.08 -2.57  -0.162
C49 9.89 -2.48 -2.84  -0.112
C50 8.11 -3.79 -1.60  -0.067
C51 7.72 -4.74 -0.46  -0.237
C52 6.37 -5.42 -0.61  -0.092
H93 12.31 -8.20 -3.72  0.077
H94 11.41 -7.10 -4.76  0.072
H95 10.59 -8.15 -3.73  0.073
H96 12.49 -5.96 -2.42  0.109
H97 11.51 -6.91 -1.61  0.107
H98 9.46 -5.88 -2.72  0.117
H99 10.59 -5.02 -3.71  0.115
H100 11.61 -3.91 -1.45  0.137
H101 10.43 -4.83 -0.52  0.124
H102 9.01 -2.08 0.13  0.130
H103 10.67 -2.47 0.20  0.140
H104 9.46 -0.04 -0.73  0.131
H105 11.08 -0.52 -1.31  0.128
H106 8.42 -0.82 -2.47  0.129
H107 9.97 -0.45 -3.31  0.134
H108 9.52 -3.01 -3.72  0.129
H109 10.96 -2.64 -2.97  0.135
H110 7.87 -4.21 -2.58  0.126
H111 7.56 -2.86 -1.49  0.129
H112 7.76 -4.21 0.50  0.113
H113 8.44 -5.53 -0.28  0.102
H114 6.18 -6.18 0.15  0.081
H115 6.26 -6.00 -1.53  0.077
H116 5.51 -4.75 -0.57  0.082
C53 -3.04 -2.40 -12.70  -0.071
C54 -2.22 -3.71 -12.67  -0.268
C55 -0.70 -3.68 -12.56  -0.177
C56 -0.34 -2.89 -11.28  -0.105
N3 1.19 -2.96 -11.06  -0.170
C57 1.52 -4.35 -10.56  -0.119
C58 1.65 -4.32 -9.05  -0.151
C59 2.24 -2.90 -8.77  -0.131
C60 1.49 -2.01 -9.83  -0.043
C61 2.01 -2.55 -12.35  -0.092
C62 1.64 -1.17 -12.87  -0.234
C63 2.39 -0.85 -14.17  -0.092
H117 -4.05 -2.67 -12.39  0.079
H118 -3.12 -1.97 -13.70  0.082
H119 -2.66 -1.73 -11.93  0.061
H120 -2.45 -4.39 -13.49  0.118
H121 -2.56 -4.31 -11.83  0.105
H122 -0.57 -3.07 -13.45  0.116
H123 -0.32 -4.70 -12.67  0.124
H124 -0.72 -3.23 -10.32  0.136
H125 -0.61 -1.83 -11.28  0.118
H126 2.48 -4.71 -10.94  0.141
H127 0.75 -5.05 -10.88  0.126
H128 2.28 -5.06 -8.57  0.124
H129 0.70 -4.35 -8.51  0.114
H130 3.33 -2.90 -8.88  0.111
H131 2.07 -2.70 -7.71  0.116
H132 2.21 -1.25 -10.13  0.118
H133 0.58 -1.65 -9.34  0.130
H134 1.96 -3.30 -13.14  0.136
H135 3.06 -2.48 -12.05  0.136
H136 1.82 -0.34 -12.20  0.114
H137 0.59 -1.21 -13.15  0.098
H138 2.27 -1.61 -14.95  0.085
H139 3.43 -0.57 -14.06  0.081
H140 2.12 0.07 -14.69  0.083
C64 -0.45 -5.73 7.78  -0.104
C65 0.30 -5.83 9.14  -0.212
C66 -0.25 -7.08 9.91  -0.180
C67 -1.60 -6.85 10.52  -0.122
N4 -2.15 -8.01 11.43  -0.179
C68 -1.34 -8.09 12.76  -0.052
C69 -2.33 -7.64 13.88  -0.131
C70 -3.44 -6.90 13.19  -0.174
C71 -3.59 -7.59 11.89  -0.106
C72 -2.23 -9.40 10.70  -0.064
C73 -3.15 -9.30 9.43  -0.233
C74 -3.46 -10.61 8.73  -0.080
H141 -0.05 -4.93 7.15  0.073
H142 -1.51 -5.51 7.93  0.061
H143 -0.48 -6.64 7.18  0.073
H144 0.33 -4.84 9.60  0.108
H145 1.37 -5.97 8.99  0.106
H146 0.42 -7.45 10.69  0.115
H147 -0.28 -7.86 9.15  0.106
H148 -2.43 -6.59 9.86  0.118
H149 -1.50 -5.98 11.17  0.136
H150 -0.79 -9.03 12.78  0.135
H151 -0.62 -7.28 12.66  0.115
H152 -2.73 -8.46 14.47  0.127
H153 -1.78 -6.95 14.52  0.126
H154 -4.32 -7.11 13.81  0.134
H155 -3.29 -5.83 13.11  0.128
H156 -4.17 -8.50 12.05  0.139
H157 -4.05 -7.07 11.06  0.124
H158 -2.67 -10.02 11.49  0.131
H159 -1.21 -9.72 10.52  0.130
H160 -2.56 -8.76 8.69  0.092
H161 -4.06 -8.70 9.48  0.108
H162 -2.76 -11.40 9.02  0.087
H163 -3.39 -10.38 7.66  0.081
H164 -4.50 -10.83 8.94  0.082
N5 3.00 1.41 -0.66  -0.703
O1 3.46 2.54 -0.65  -0.095
O2 2.99 0.80 0.42  -0.101
O3 2.61 0.93 -1.73  -0.101